No. 1
79
Properties=species:S:1:pos:R:3:forces:R:3:mulliken_spin:R:1 method="wB97M-V/def2-TZVPD" de_lowest_ev=8.642 e_lumo_ev="0.975 / 0.681" homo_lumo_gap_ev="4.073 / 3.782" charge=-1 multiplicity=3
W 0.12170 -0.13610 -0.30770 -6.032 5.363 2.804 1.398
C -2.68430 3.11930 0.43120 0.028 -0.285 0.097 0.007
C -2.72540 1.94040 1.39470 -0.968 0.605 -0.364 -0.004
N -1.52500 0.99470 1.23830 1.087 -0.452 0.351 -0.014
C -1.89170 -0.21490 1.96670 -0.224 0.452 1.242 -0.003
C -2.35770 -0.03690 3.26780 0.469 1.795 -1.468 -0.007
N -2.44980 1.25330 3.69900 0.209 -1.807 -0.064 -0.002
C -2.63860 -1.02390 4.32790 -0.581 -0.846 1.308 -0.002
O -2.66660 -2.31010 4.03270 0.016 0.329 0.120 0.000
O -2.84390 -0.61660 5.46180 0.242 -0.360 -0.776 0.000
C -1.88430 -1.39220 1.14850 -0.516 -1.135 0.249 0.059
O -2.29550 -2.51180 1.47970 0.364 0.801 -0.182 0.005
O -1.44100 -1.14510 -0.09120 -2.026 -2.206 0.519 0.049
H -2.69140 2.76820 -0.59720 -0.035 -0.007 0.023 -0.005
H -1.82370 3.76360 0.60560 0.165 0.227 0.033 0.000
H -3.57830 3.71530 0.59760 -0.015 0.065 0.121 0.000
H -2.73620 1.40500 4.65530 -0.079 0.178 -0.117 0.000
H -2.53370 -2.48850 3.05240 0.012 0.170 -0.138 0.001
O 0.78740 -1.82060 -0.77530 3.340 -3.318 -1.474 -0.016
N 2.06730 -1.97260 -1.08080 -0.454 2.324 0.051 0.203
N 2.64650 -0.76430 -1.12180 -3.403 -1.639 1.374 0.064
O 1.86430 0.26530 -0.73120 6.269 -0.415 -2.238 0.071
C 3.84690 -0.54410 -1.74660 1.998 0.484 -0.843 -0.022
C 4.61550 -1.62820 -2.18750 -0.449 0.176 0.253 0.022
C 5.79410 -1.39080 -2.86210 0.119 0.054 -0.053 -0.009
C 6.21760 -0.09090 -3.10270 -0.047 0.063 0.062 0.023
C 5.47010 0.97860 -2.63100 0.266 -0.108 -0.155 -0.011
C 4.29220 0.76560 -1.94770 -0.579 -0.282 0.297 0.026
H 4.26200 -2.62720 -1.99100 0.045 -0.127 -0.062 0.004
H 6.39310 -2.22390 -3.20520 -0.045 -0.031 -0.010 0.000
H 7.12800 0.08760 -3.65300 0.122 0.013 -0.034 0.002
H 5.80850 1.99080 -2.80080 -0.015 0.047 -0.002 -0.001
H 3.70180 1.58910 -1.57200 -0.028 0.018 -0.029 0.004
Cl 0.97360 -0.91480 1.81330 0.553 -0.220 0.207 0.053
S -1.29810 1.16760 -2.05450 0.449 0.520 0.319 0.001
C -2.13630 -0.02420 -2.82240 -0.236 -0.007 -0.239 0.003
N -2.72150 -0.80270 -3.44510 -0.270 -0.317 -0.179 0.016
C -4.09290 5.25500 4.12830 0.025 -0.103 -0.032 0.000
C -3.75590 3.93550 3.47470 0.209 -0.234 0.027 0.000
C -4.85380 3.12430 3.10750 -0.507 0.263 0.325 -0.001
C -4.98510 1.97510 2.30130 0.253 -0.081 -0.448 0.000
C -4.07730 1.36250 1.49180 0.144 -0.211 -0.131 0.003
C -2.10610 2.30220 2.78410 -0.637 1.035 -0.009 0.005
N -0.81380 2.01000 2.14000 -0.495 -0.236 -0.170 -0.003
C 0.41320 1.81750 2.79130 0.936 0.156 -0.601 0.020
C 0.50040 1.56590 4.15650 -0.133 0.038 0.149 -0.009
C 1.71680 1.50530 4.80800 0.279 0.097 -0.435 0.000
C 2.90140 1.71410 4.10410 -0.076 -0.176 0.549 -0.002
C 2.85360 1.98750 2.76430 -0.628 0.107 -0.873 0.005
C 1.62820 2.05130 2.06480 0.070 -0.208 2.238 0.006
C 1.73040 2.40930 0.68380 0.290 1.249 -2.741 0.001
O 2.68850 2.85590 0.08320 -1.498 -0.816 1.189 0.001
O 0.50040 2.22120 -0.09450 1.534 -0.149 0.509 0.011
C -2.42520 3.64110 3.31380 0.323 -0.232 -0.053 0.001
C -1.30230 4.56810 3.65980 -0.200 -0.048 0.017 0.000
H -5.14670 5.30410 4.39220 -0.052 0.001 0.004 0.000
H -3.87870 6.07450 3.44020 0.009 0.126 0.014 0.000
H -3.49750 5.40680 5.02740 0.031 0.122 0.098 0.000
H -5.79750 3.46480 3.51820 -0.067 0.019 0.052 0.000
H -5.98100 1.54840 2.29490 -0.116 -0.034 -0.019 0.000
H -4.32360 0.48360 0.91830 -0.097 -0.153 -0.034 0.002
H -0.20490 2.70560 0.38740 -0.241 -0.487 0.259 -0.008
H -0.39920 1.41380 4.72850 -0.076 -0.038 -0.054 0.000
H 1.74380 1.27530 5.86180 -0.014 0.020 0.122 0.000
H 3.85360 1.65910 4.61140 0.054 -0.017 0.029 0.000
H 3.75100 2.15140 2.18540 0.083 0.031 0.045 -0.002
H -1.07270 4.53470 4.72860 0.198 0.152 0.146 0.000
H -1.54740 5.59660 3.40070 0.135 0.169 0.000 0.000
H -0.39950 4.27940 3.12530 0.157 0.147 -0.038 0.000
N -1.18370 -3.15370 -4.27170 -0.278 -0.371 -0.005 0.000
C -0.37170 -2.62260 -3.18240 -0.199 0.084 0.255 0.013
C 0.33750 -1.38470 -3.71080 -0.016 0.173 0.669 0.006
O 0.45560 -1.37170 -5.02260 0.160 0.080 -0.660 0.001
O 0.76700 -0.49140 -3.00960 0.372 -0.648 -1.101 0.038
H -1.49350 -4.09570 -4.06070 0.095 0.074 -0.069 0.000
H -0.05330 -2.15790 -5.34790 0.073 0.167 0.227 0.001
H -2.02060 -2.57130 -4.35000 0.088 -0.070 0.130 0.000
H 0.40730 -3.34020 -2.90130 -0.101 0.003 -0.080 -0.001
H -0.92640 -2.36590 -2.26450 0.162 -0.126 -0.504 -0.004

***

No. 2
67
Properties=species:S:1:pos:R:3:forces:R:3:lowdin_charge:R:1 method="wB97M-V/def2-TZVPD" e_lumo_ev="-6.622 / -6.621" homo_lumo_gap_ev="6.783 / 6.783" charge=+2
Os 1.68075 0.35273 0.17582 0.410 0.625 -0.047 0.952
S 0.96834 -0.82697 2.05465 -0.127 -0.070 0.113 0.389
P -0.80648 -0.80344 0.99455 0.083 0.078 -0.122 0.584
C -0.08621 0.05600 -0.36332 -0.281 -0.261 0.248 -0.770
P -0.03272 0.01277 -2.10567 -0.009 -0.111 -0.121 0.610
S 2.05910 0.04815 -2.02364 -0.040 0.044 -0.084 0.451
C -0.81792 1.39507 -2.89295 0.048 0.049 -0.009 -0.349
C -1.30914 1.27121 -4.19333 -0.021 0.045 0.007 -0.059
C -1.89648 2.36859 -4.80464 0.030 -0.064 -0.002 -0.044
C -1.99082 3.57268 -4.12336 -0.004 0.032 0.027 -0.038
C -1.49666 3.69662 -2.82851 -0.003 0.021 -0.016 -0.052
C -0.90130 2.61281 -2.21096 -0.019 -0.028 0.001 -0.089
C -0.62845 -1.50410 -2.82067 0.042 -0.063 -0.036 -0.371
C -2.00068 -1.76202 -2.76010 0.021 -0.041 -0.008 -0.084
C -2.48787 -2.95822 -3.25460 -0.019 0.036 0.005 -0.055
C -1.61566 -3.88298 -3.81774 0.006 -0.017 -0.016 -0.045
C -0.25516 -3.62378 -3.88036 0.022 0.024 -0.001 -0.049
C 0.24848 -2.43392 -3.37389 -0.081 -0.028 0.009 -0.081
C -2.12677 0.11433 1.75454 -0.004 0.014 0.062 -0.371
C -2.53208 -0.22323 3.04647 -0.019 0.016 -0.010 -0.079
C -3.58715 0.45916 3.62703 0.012 -0.008 0.004 -0.048
C -4.23396 1.46776 2.92191 0.002 0.003 -0.005 -0.044
C -3.82806 1.80278 1.63808 0.001 0.002 0.004 -0.052
C -2.76847 1.12907 1.04918 -0.007 0.002 -0.008 -0.071
C -1.38404 -2.43352 0.57918 -0.031 -0.056 0.013 -0.351
C -2.74481 -2.73580 0.63199 0.040 -0.060 -0.041 -0.065
C -3.17476 -3.99618 0.24217 -0.008 0.034 0.023 -0.054
C -2.25568 -4.93602 -0.19871 -0.018 -0.017 0.004 -0.048
C -0.90014 -4.63055 -0.25465 0.046 0.022 0.000 -0.053
C -0.45698 -3.38067 0.13707 -0.068 -0.035 -0.008 -0.086
H -1.24122 0.32778 -4.71928 -0.002 -0.004 -0.008 0.115
H -2.28121 2.28172 -5.81123 -0.001 -0.003 -0.004 0.120
H -2.45280 4.42414 -4.60486 0.000 0.007 0.007 0.120
H -1.57325 4.64069 -2.30679 -0.004 0.007 -0.004 0.116
H -0.50565 2.70620 -1.20559 0.006 -0.014 -0.011 0.099
H -2.68285 -1.03590 -2.33168 -0.005 0.013 -0.004 0.121
H -3.54796 -3.16780 -3.21013 -0.003 0.001 0.000 0.120
H -2.00416 -4.81160 -4.21454 0.002 -0.005 0.000 0.120
H 0.41695 -4.34557 -4.32375 0.001 -0.002 -0.005 0.119
H 1.31115 -2.23555 -3.41326 0.009 0.004 -0.003 0.081
H -2.02931 -1.01219 3.59424 -0.003 0.000 0.001 0.119
H -3.90712 0.20509 4.62809 -0.002 0.000 0.004 0.119
H -5.05984 1.99638 3.37848 -0.003 -0.001 0.003 0.119
H -4.33573 2.58822 1.09519 -0.003 0.005 -0.001 0.116
H -2.44773 1.39419 0.04796 0.003 -0.012 0.003 0.092
H -3.46115 -2.00111 0.97526 -0.002 0.003 0.012 0.110
H -4.22636 -4.24401 0.29049 -0.004 -0.003 0.003 0.118
H -2.59484 -5.92017 -0.49417 -0.003 -0.004 -0.002 0.120
H -0.18970 -5.37239 -0.59329 0.000 -0.006 0.000 0.119
H 0.60012 -3.14253 0.11248 0.007 0.011 0.002 0.104
O 3.93344 0.22076 0.75226 -0.120 0.276 0.096 -0.061
C 3.79559 1.31271 1.32655 0.073 -0.598 -0.052 -0.638
O 2.64509 1.86764 1.39247 0.031 0.058 -0.051 -0.164
C 4.97760 1.97860 1.98874 0.048 0.092 0.015 -0.137
N 4.49811 3.23455 2.69485 -0.037 -0.031 -0.028 0.112
C 4.76585 3.05534 4.17446 -0.019 0.007 0.036 -0.080
C 5.96290 2.12390 4.19095 0.017 0.000 -0.008 -0.136
C 5.63055 1.12157 3.08585 0.000 -0.014 0.018 -0.092
H 5.69216 2.27096 1.22019 0.003 -0.005 0.014 0.178
H 3.49818 3.34747 2.48391 0.017 0.019 0.015 0.163
H 4.98958 4.05420 2.34311 -0.007 0.002 -0.011 0.190
H 3.88129 2.58432 4.60048 0.002 0.010 -0.005 0.144
H 4.91586 4.02947 4.63183 -0.003 -0.003 -0.006 0.140
H 6.08779 1.65245 5.16272 0.004 -0.004 -0.001 0.134
H 6.87918 2.67271 3.96469 -0.001 0.000 0.001 0.131
H 4.92171 0.37459 3.44557 -0.005 0.002 -0.007 0.136
H 6.49957 0.59485 2.70216 -0.001 0.004 -0.008 0.138

***

No. 3
70
Properties=species:S:1:pos:R:3:forces:R:3:lowdin_charge:R:1 method="wB97M-V/def2-TZVPD" de_lowest_ev=2.604 e_lumo_ev=-3.824 homo_lumo_gap_ev=7.454 charge=+1
Au 1.25681 1.04836 0.55967 -0.038 0.848 0.440 0.645
Cl 1.92712 3.96273 -0.28732 0.126 0.054 -0.009 0.683
C 0.36643 4.61619 0.07755 0.058 0.026 -0.050 -0.654
C 0.26421 6.00384 0.09339 0.015 0.024 -0.025 -0.097
C -0.96108 6.60606 0.29797 0.008 0.008 -0.006 -0.053
C -2.09973 5.82648 0.46372 -0.005 -0.030 -0.002 -0.055
C -1.98653 4.45191 0.45279 -0.009 0.007 -0.021 -0.099
C -0.74849 3.81471 0.28859 -0.137 0.018 0.032 -0.412
P -0.78317 1.99177 0.36779 0.088 0.221 -0.012 0.908
C -1.78323 1.63092 -1.11978 -0.062 -0.067 -0.040 -0.336
C -2.67257 0.56515 -1.24233 -0.022 0.041 0.016 -0.109
C -3.37201 0.35589 -2.42238 -0.003 -0.022 -0.019 -0.075
C -3.18634 1.20159 -3.50341 0.004 0.008 -0.021 -0.066
C -2.28339 2.25037 -3.40400 0.010 -0.004 -0.010 -0.056
C -1.58581 2.46240 -2.22635 0.072 -0.091 0.005 -0.077
C -1.74570 1.72198 1.89767 -0.081 -0.091 0.062 -0.349
C -2.46834 0.55455 2.14268 0.022 0.021 0.050 -0.102
C -3.14172 0.37103 3.34145 0.014 -0.019 0.005 -0.074
C -3.08724 1.34309 4.32712 0.005 0.014 0.018 -0.068
C -2.32820 2.48426 4.11754 0.008 -0.006 0.005 -0.057
C -1.65695 2.67025 2.91931 0.038 -0.069 0.018 -0.088
H 1.15387 6.59498 -0.07197 0.001 0.001 0.013 0.110
H -1.03018 7.68530 0.31283 0.002 0.005 -0.004 0.116
H -3.06681 6.28880 0.60528 -0.004 -0.002 -0.015 0.114
H -2.87619 3.84774 0.58316 -0.004 -0.006 0.018 0.122
H -2.85613 -0.11078 -0.42389 -0.023 -0.016 0.060 0.075
H -4.06781 -0.47025 -2.49029 -0.011 0.008 0.008 0.112
H -3.74307 1.04711 -4.41788 0.006 -0.006 -0.007 0.111
H -2.12596 2.91613 -4.24200 0.011 -0.014 -0.008 0.114
H -0.87794 3.27906 -2.17632 -0.032 0.041 0.022 0.108
H -2.51537 -0.23901 1.41513 -0.010 -0.029 -0.077 0.065
H -3.70906 -0.53645 3.50278 -0.015 0.011 -0.011 0.109
H -3.62281 1.20727 5.25694 0.007 -0.003 0.007 0.111
H -2.25650 3.23990 4.88830 0.009 -0.006 0.007 0.114
H -1.05190 3.55692 2.79217 -0.048 0.032 -0.028 0.111
B 5.73089 -0.19197 0.29858 -0.221 -0.057 0.105 -0.421
C 4.32023 0.34707 0.75615 -0.237 0.135 0.138 -0.213
N 3.25250 0.69415 1.05109 0.144 -0.345 -0.324 -0.029
H 5.63963 -0.28805 -0.90107 -0.020 -0.075 -0.165 0.010
H 6.57947 0.58963 0.62016 0.062 0.074 0.062 0.006
H 5.87097 -1.27087 0.83647 -0.017 -0.126 0.028 0.000
C 3.49709 -4.72345 0.99030 0.210 0.007 0.113 0.010
N 2.83525 -3.50588 0.56307 -0.189 0.036 -0.223 -0.041
C 3.10672 -2.80417 -0.68931 0.305 0.050 0.214 0.017
C 2.10997 -1.67970 -0.61416 -0.027 0.223 -0.031 -0.489
O 1.92620 -0.80317 -1.40475 0.018 0.044 -0.640 0.077
N 1.38618 -1.78097 0.57991 -1.094 -0.877 0.034 0.083
C 1.88748 -2.86200 1.22414 0.355 -0.241 0.171 -0.383
N 1.44132 -3.24418 2.42277 -0.163 0.030 -0.131 0.240
H 3.97359 -5.17634 0.12503 -0.007 0.011 -0.002 0.105
H 2.77242 -5.43512 1.38849 -0.019 0.025 -0.024 0.096
H 4.26716 -4.52252 1.73677 0.003 0.035 -0.011 0.109
H 2.96608 -3.43508 -1.56667 -0.093 -0.017 -0.004 0.152
H 4.10747 -2.37013 -0.70005 0.207 -0.014 0.018 0.129
H 0.84154 -2.60951 2.92275 0.101 0.024 0.117 0.131
H 1.91461 -3.95866 2.94879 0.002 0.009 0.010 0.122
F -0.19878 -4.84166 -4.53995 -0.040 0.189 0.255 0.096
C -0.29568 -4.15854 -3.39104 0.049 -0.230 -0.437 -0.253
C -0.40486 -2.78385 -3.44346 -0.020 0.123 0.110 0.042
C -0.49404 -2.09564 -2.24547 -0.052 0.106 -0.233 -0.011
C -0.46916 -2.78087 -1.02937 -0.754 0.010 0.162 -0.265
C -0.49932 -2.03341 0.20923 3.401 0.297 0.189 0.137
C -0.37234 -4.17895 -1.02307 0.034 -0.069 0.091 -0.014
C -0.28072 -4.87912 -2.20892 0.008 -0.025 0.216 0.018
H -0.41366 -2.28442 -4.40187 0.001 0.037 0.025 0.136
H -0.56833 -1.01655 -2.23745 -0.015 0.014 -0.074 0.115
H -0.54204 -2.54328 1.16044 -1.089 -0.080 -0.090 0.095
H -0.59121 -0.95304 0.21108 -0.798 -0.167 -0.102 0.041
H -0.36648 -4.70318 -0.07338 -0.039 -0.064 -0.049 0.124
H -0.20830 -5.95682 -2.25113 -0.003 0.001 0.061 0.130